[1]
ORCA calculation (ωB97M-V/def2-TZVPD) on an isolated molecule of C20H23N3O3.

The geometry in XYZ format:
```
49
Properties=species:S:1:pos:R:3
O -3.0484 2.9665 -2.0777
O -2.0255 1.3774 -3.8441
O -1.4468 1.0492 2.4281
N 2.1378 -0.6670 1.7472
N 0.9275 -2.5268 1.5153
N -1.5577 -1.1688 2.0092
C 3.6003 -1.7057 -1.4906
C -3.6095 3.8755 -1.1623
C 1.1648 -1.4811 2.2600
C -1.1187 -0.4682 -0.7841
C -1.5444 0.1316 1.6280
C -1.8712 0.9905 -2.5510
C 2.8453 -2.8725 -1.6225
C 2.6127 0.5945 2.2552
C -2.4317 1.8597 -1.5841
C -1.0763 -1.5607 3.3168
C -1.6776 0.3711 0.1654
C 0.4018 -1.1683 3.5015
C 2.5362 -1.2421 0.5637
C 3.4614 -0.8721 -0.3989
C -1.4978 0.5573 -4.8567
C -2.3165 1.5431 -0.2455
C 1.7689 -2.4228 0.4382
C 1.8114 1.7664 1.6906
C -1.2134 -0.1542 -2.1322
C 1.9243 -3.2497 -0.6681
H -2.8508 4.2919 -0.4920
H 1.3401 -4.1510 -0.7659
H -1.4753 -1.8708 1.2910
H 4.0478 0.0302 -0.3082
H -4.4014 3.4097 -0.5668
H 4.3096 -1.4494 -2.2637
H -1.9495 -0.4402 -4.8441
H 0.4535 -0.0988 3.7030
H 2.5554 0.5832 3.3465
H 3.6658 0.6899 1.9726
H 0.8195 -1.7083 4.3544
H 2.2297 2.7042 2.0461
H -1.1974 -2.6392 3.4048
H -4.0354 4.6745 -1.7671
H -1.6772 -1.0560 4.0771
H -0.7584 -0.8175 -2.8502
H -0.4098 0.4633 -4.7744
H 1.8462 1.7557 0.6032
H 0.7702 1.7113 1.9995
H -2.7140 2.1867 0.5226
H 2.9905 -3.4916 -2.4956
H -1.7461 1.0529 -5.7938
H -0.5697 -1.3535 -0.5004
```

Kohn-Sham gap, eV: 8.97
E_LUMO, eV: 0.8
E_tot, Eh: -1165.943344
Charge: 0
Relative energy (zero: lowest compared OMol25 entry of this formula, charge and spin), kcal per mole: 28.11
SMILES: CCn1c(CCNC(=O)c2ccc(OC)c(OC)c2)nc2ccccc21
Largest force on an atom, eV/A: 0.70

***

[2]
ORCA calculation (ωB97M-V/def2-TZVPD) on an isolated molecule of C5H7NO3S at a distorted geometry.

The geometry in XYZ format:
```
17
Properties=species:S:1:pos:R:3
S 1.9080 -0.2912 -0.1446
O -2.6025 -0.6718 -0.5759
O 2.1487 -0.4415 -1.5634
O 2.3596 0.9021 0.4521
N 2.4951 -1.6113 0.6835
C -2.0171 0.4257 -0.3310
C -0.6769 0.5443 0.0715
C -2.2447 -1.8519 -0.9858
C -0.2701 1.9460 0.3327
C 0.1927 -0.5036 0.1472
H -2.5493 1.3345 -0.7186
H 2.1588 -2.3908 0.2919
H -0.0851 2.0655 1.3972
H -1.0444 2.6593 0.1617
H 0.5570 2.0875 -0.2661
H 2.6744 -1.5892 1.6629
H -3.0042 -2.6136 -0.6152
```

Kohn-Sham gap (spin up / spin down), eV: 7.26 / 7.07
E_LUMO (spin up / spin down), eV: -1.5 / -1.4
E_tot, Eh: -873.082589
Charge: 0
Relative energy (zero: lowest compared OMol25 entry of this formula, charge and spin), kcal per mole: 177.19
Largest force on an atom, eV/A: 4.66

***

[3]
ORCA calculation (ωB97M-V/def2-TZVPD) on an isolated molecule of C4H5NO2S at a distorted geometry.

The geometry in XYZ format:
```
13
Properties=species:S:1:pos:R:3
S -1.8779 -1.8210 -1.1094
O -0.2689 1.6721 -0.3589
O 0.9405 -1.4661 0.7489
N 1.8681 1.4535 0.6636
C -1.1216 0.8648 -0.9314
C 0.2732 -0.4891 0.1210
C -0.9480 -0.4704 -0.6195
C 0.6506 0.8483 0.2247
H 0.4508 -2.3293 0.5909
H 2.6691 0.8918 0.2965
H -2.6942 -1.9271 0.0160
H -1.9439 1.3332 -1.3764
H 2.0020 1.4393 1.7341
```

Kohn-Sham gap, eV: 8.69
E_LUMO, eV: 0.5
E_tot, Eh: -758.797995
Charge: 0
Relative energy (zero: lowest compared OMol25 entry of this formula, charge and spin), kcal per mole: 51.53
SMILES: Nc1occ(S)c1O
Largest force on an atom, eV/A: 2.97

***

[4]
ORCA calculation (ωB97M-V/def2-TZVPD) on a structure of composition C5H7NS at a distorted geometry.

The geometry in XYZ format:
```
14
Properties=species:S:1:pos:R:3
S -1.4157 -1.4177 -0.0084
N 1.3319 -1.3310 0.0001
C 0.8573 -0.1569 -0.7320
C -1.1083 0.9339 -0.0002
C 0.8516 -0.1637 0.7371
C -0.6510 -0.1148 -1.0558
C -0.6581 -0.1271 1.0500
H -0.9563 -0.0781 2.1078
H 2.3658 -1.3342 -0.0156
H -0.5410 1.8756 0.0343
H 1.5120 0.4215 1.3365
H -0.9679 -0.0456 -2.0905
H 1.5621 0.4373 -1.3576
H -2.1824 1.1007 -0.0056
```

Kohn-Sham gap, eV: 9.26
E_LUMO, eV: 1.0
E_tot, Eh: -647.572716
Charge: 0
Relative energy (zero: lowest compared OMol25 entry of this formula, charge and spin), kcal per mole: 52.91
Largest force on an atom, eV/A: 1.14